1.
Density functional theory data (ωB97M-V/def2-TZVPD) for a 2-piece molecular cluster, C3H7S overall in a non-equilibrium geometry.

Structure (ORCA input):
```
! wB97M-V def2-TZVPD RIJCOSX def2/J DEFGRID3
* xyz -1 1
S 1.67995 2.29428 0.82859
H 0.56545 3.06727 0.62061
C -1.11904 -0.06770 0.29960
C -0.40444 -1.02757 -0.61157
C 0.91705 -1.12200 -0.49351
H -2.17527 0.13917 0.11409
H -0.54601 0.86951 0.19441
H -0.95521 -0.32434 1.33682
H -0.97703 -1.67963 -1.27734
H 1.55709 -1.93767 -0.82152
H 1.45746 -0.21132 -0.19016
*
```

Calculated values
gap between HOMO and LUMO	6.69	eV
ΔE to the lowest compared entry with this formula, charge and spin	98.33	kJ/mol

Atom charges from the natural (NBO) analysis, given in e for atoms 1 to 8: -1.0521 0.0855 -0.6912 -0.1844 -0.4319 0.1859 0.2797 0.2191

2.
Density functional theory data (ωB97M-V/def2-TZVPD) for C2F4HgN2O14S4 as an isolated structure in a non-equilibrium geometry.

Structure (ORCA input):
```
! wB97M-V def2-TZVPD RIJCOSX def2/J DEFGRID3
* xyz -3 2
Hg 3.42777 -15.52219 -14.10800
N 5.29248 -16.29448 -14.89837
S 6.53344 -16.03492 -15.76260
O 6.42964 -16.49612 -17.13142
O 7.91591 -15.93776 -15.17747
F 6.26963 -14.47463 -16.01757
S 5.76018 -17.90041 -14.74210
O 6.95399 -18.11759 -13.98438
O 5.32866 -18.91881 -15.72284
F 4.67985 -18.19139 -13.56029
N 3.92656 -14.59566 -12.17446
S 5.08300 -13.42189 -12.13952
O 6.36032 -13.75832 -11.62496
O 4.56559 -11.99571 -12.18420
F 5.23424 -13.51908 -13.73189
S 3.58243 -14.40742 -10.68005
O 2.67088 -13.33106 -10.45125
O 4.61408 -14.58276 -9.62873
F 2.65035 -15.78011 -10.49295
C 1.11491 -17.09150 -14.92137
O 1.16646 -16.47973 -13.84685
O 0.13305 -16.52614 -15.45010
O 2.12861 -17.25022 -15.60176
C 1.78356 -13.46973 -15.51733
O 2.66180 -14.16250 -15.89156
O 1.65815 -13.58002 -14.31955
O 0.71137 -13.72831 -16.01973
*
```

Calculated values
gap between HOMO and LUMO (alpha / beta)	7.64 / 4.01	eV
<S²>	1.74

Atom charges from the natural (NBO) analysis, given in e for atoms 1 to 8: 1.3522 -1.1894 2.3423 -0.9541 -0.9390 -0.5269 2.3100 -0.9234